No. 1
{
  "formula": "C20H103Br4N5O35P",
  "method": "the ωB97M-V functional and the def2-TZVPD basis",
  "e_homo_ev": -10.8,
  "e_tot_ha": -14367.9945,
  "total_charge": 1,
  "relative_energy_kcal_mol": 0.0,
  "largest_force_ha_per_bohr": 0.066,
  "symbols": ["C", "C", "O", "N", "C", "C", "C", "Br", "C", "N", "C", "C", "C", "C", "Br", "C", "P", "N", "C", "C", "C", "N", "C", "C", "C", "O", "N", "C", "Br", "C", "C", "Br", "H", "H", "H", "H", "H", "H", "H", "H", "H", "H", "H", "H", "H", "H", "H", "H", "H", "H", "H", "H", "H", "H", "H", "H", "H", "H", "H", "H", "H", "H", "H", "H", "H", "H", "H", "H", "H", "O", "H", "H", "O", "H", "H", "O", "H", "H", "O", "H", "H", "O", "H", "H", "O", "H", "H", "O", "H", "H", "O", "H", "H", "O", "H", "H", "O", "H", "H", "O", "H", "H", "O", "H", "H", "O", "H", "H", "O", "H", "H", "O", "H", "H", "O", "H", "H", "O", "H", "H", "O", "H", "H", "O", "H", "H", "O", "H", "H", "O", "H", "H", "O", "H", "H", "O", "H", "H", "O", "H", "H", "O", "H", "H", "O", "H", "H", "O", "H", "H", "O", "H", "H", "O", "H", "H", "O", "H", "H", "O", "H", "H", "O", "H", "H", "O", "H", "H"],
  "positions_angstrom": [[1.40387, -0.51133, 3.30435], [1.91692, -1.05692, 1.99230], [2.62918, -0.02432, 1.22301], [1.73791, 0.76074, 0.52376], [1.33857, 2.01010, 1.20895], [2.49054, 2.66813, 1.93874], [3.69645, 2.96588, 1.06283], [1.80100, 4.27230, 2.81084], [1.26034, 0.36710, -0.64189], [1.61248, -0.76025, -1.24601], [0.57193, -1.59810, -1.91103], [0.41299, -2.91537, -1.10343], [0.60916, -4.16899, -1.97735], [2.03558, -4.74592, -1.84285], [-0.71123, -5.51410, -1.45513], [-0.78866, -0.91358, -2.18312], [-1.20316, -1.22789, -3.96081], [-1.61779, -2.74175, -4.03469], [-0.90584, 0.52976, -1.56852], [-1.35647, 0.20082, -0.04720], [-2.84449, 0.21259, 0.15482], [-3.29895, 0.95839, 1.07448], [-2.08940, 1.33873, -2.05110], [-1.97004, 2.14926, -3.35199], [-3.25061, 2.71964, -3.76961], [-2.19140, 3.50778, -3.17971], [0.37174, 1.22819, -1.30556], [1.14265, 1.98034, -2.29300], [1.51541, 1.08305, -4.01953], [0.74163, 3.51094, -2.36745], [1.81042, 4.33419, -1.63227], [0.71178, 4.19663, -4.18299], [0.47947, 0.04333, 3.17572], [2.15539, 0.14236, 3.74117], [1.16323, -1.33252, 3.96864], [1.13016, -1.51061, 1.39545], [2.65231, -1.82717, 2.21804], [0.55723, 1.74039, 1.91655], [0.92063, 2.71128, 0.49845], [2.83115, 2.03742, 2.75055], [4.43392, 2.17765, 1.20416], [4.18459, 3.89268, 1.33654], [3.44875, 3.02480, 0.00764], [2.31996, -1.30326, -0.76718], [0.97795, -1.92035, -2.87105], [1.11706, -2.96064, -0.27626], [-0.58209, -2.99869, -0.67025], [0.38273, -3.94347, -3.01072], [2.57749, -4.30394, -1.01403], [2.57395, -4.60532, -2.77803], [1.97809, -5.81662, -1.67041], [-1.54354, -1.51918, -1.69303], [-0.11591, -1.01337, -4.81325], [-2.30593, -0.43246, -4.32740], [-1.01386, -3.24861, -4.67853], [-1.00005, -0.78572, 0.26208], [-0.98199, 0.97404, 0.61399], [-3.52958, -0.35539, -0.47633], [-4.32157, 0.89997, 1.09949], [-2.38153, 2.14657, -1.38251], [-2.90753, 0.68312, -2.32587], [-1.30420, 1.82307, -4.14114], [-3.39772, 2.98602, -4.80450], [-4.06215, 2.55794, -3.07826], [2.15189, 2.03146, -1.89965], [-0.20185, 3.67249, -1.85744], [1.73832, 5.35072, -2.00492], [1.58510, 4.41236, -0.57160], [2.81620, 3.97312, -1.83012], [-5.90507, 3.70036, -2.29709], [-5.33513, 4.46604, -2.15083], [-6.73339, 3.94371, -1.86930], [4.41000, -2.27764, -1.20150], [4.27353, -1.72257, -0.42665], [5.09225, -1.81528, -1.70153], [5.19184, -1.78529, 2.27872], [4.65076, -1.34218, 1.62354], [5.60779, -2.50915, 1.78675], [-0.05710, 4.55404, 5.77626], [0.57356, 4.66394, 6.49487], [0.49298, 4.49676, 4.98840], [-4.67793, 3.83146, 1.34238], [-4.29932, 2.95187, 1.47711], [-4.85020, 3.87519, 0.39456], [-1.70656, -8.91286, -1.82024], [-2.41096, -9.00856, -2.46900], [-1.56942, -7.96287, -1.75205], [-4.34400, 5.53677, -0.47663], [-4.48841, 5.92013, 0.39723], [-3.73107, 6.14811, -0.89714], [-0.21259, 6.17225, 0.10439], [-0.57608, 5.89627, 0.95398], [-0.97266, 6.15742, -0.48553], [-1.78667, 5.16173, -6.02538], [-1.99081, 4.75863, -5.17214], [-2.62918, 5.20753, -6.48787], [-5.48467, -0.72314, 1.25336], [-4.80834, -1.24977, 1.68929], [-6.24490, -1.31148, 1.18444], [-2.22189, -10.84778, 0.85925], [-2.13721, -10.45360, -0.01606], [-1.43358, -10.54917, 1.32374], [0.64976, -4.07932, -5.60068], [1.53747, -3.77465, -5.38392], [0.69766, -4.29961, -6.53712], [4.67654, 5.67892, -0.12612], [5.20797, 6.48051, -0.07743], [3.80283, 5.96477, 0.16471], [6.22495, 0.04182, 0.01655], [6.84345, 0.78256, 0.02899], [5.39869, 0.42726, 0.32150], [-0.62791, -9.95991, 3.60319], [-0.37842, -9.78765, 4.51872], [-1.08432, -10.80645, 3.63820], [4.12073, -1.18469, -3.76817], [4.74275, -0.44902, -3.75044], [3.29601, -0.81082, -3.44022], [5.34998, -4.49279, 0.92526], [4.80754, -4.02993, 0.27723], [5.76118, -5.21116, 0.43506], [-1.38148, -1.37226, 3.75294], [-1.74624, -1.56881, 4.62269], [-2.15093, -1.35043, 3.17614], [-1.98600, 6.89637, 7.06772], [-2.57446, 7.27160, 6.39899], [-1.44917, 6.25496, 6.58295], [-6.41803, 2.09356, -4.72209], [-6.51237, 2.50234, -3.84998], [-5.83882, 2.69015, -5.20049], [8.84751, -1.22341, 0.53510], [8.47764, -1.40346, 1.40515], [8.07657, -1.20082, -0.04141], [-8.02687, -0.46657, -3.82800], [-8.13130, -0.07532, -2.95673], [-7.44538, 0.14018, -4.30182], [-10.32219, -2.00514, -4.51152], [-9.42426, -1.68743, -4.32676], [-10.38364, -2.01577, -5.46971], [-0.63408, -6.77280, 1.73821], [-0.21644, -7.63393, 1.84557], [-0.83641, -6.70803, 0.79686], [9.79466, -2.93403, -2.11077], [9.65582, -2.33990, -1.36567], [10.47587, -2.50659, -2.63737], [0.60452, 7.60887, 6.01518], [1.10729, 8.42907, 6.08134], [-0.29424, 7.84544, 6.28956], [-4.56812, 8.14112, 5.34253], [-5.08334, 8.76405, 5.86452], [-5.19429, 7.44679, 5.11592], [2.18645, 8.40106, 8.14437], [3.06192, 8.00511, 8.17789], [1.59129, 7.66574, 7.95666], [0.24197, -8.51713, 6.23463], [0.06520, -7.94638, 6.98853], [0.89976, -8.03072, 5.72659], [2.30559, -7.75478, 8.18233], [2.56111, -7.58956, 9.09501], [1.86093, -8.60912, 8.20621], [-0.98611, 0.76006, -6.41167], [-0.94191, 1.21290, -7.26074], [-0.16864, 1.00256, -5.96107], [-2.92720, 5.88950, 2.20788], [-2.63590, 5.89538, 3.12543], [-3.36272, 5.03163, 2.09158], [2.30972, -8.24869, -1.33745], [3.10245, -8.79314, -1.32409], [1.59323, -8.87431, -1.49060]],
  "forces_ev_per_a": [[-0.18, 0.39, -0.40], [0.03, -0.28, 0.99], [-0.23, -0.68, -0.80], [0.01, 0.84, -0.08], [-0.27, 0.06, 0.39], [0.62, -0.32, 0.10], [0.08, -0.05, 0.05], [-0.02, -0.01, -0.33], [0.26, -0.16, -0.02], [-0.63, 0.23, 0.79], [0.11, -1.04, -0.25], [-0.53, -0.31, -0.24], [0.96, 0.02, 0.50], [-0.65, -0.33, -0.38], [-0.20, 0.19, -0.15], [0.87, 1.94, -0.79], [-0.92, -2.41, -0.44], [0.35, 0.24, 0.18], [-1.10, -1.52, 2.82], [-0.25, -0.14, -0.65], [-0.21, 0.49, 0.57], [-0.17, 0.20, -0.13], [1.04, 1.35, -2.41], [-0.30, -1.33, -0.17], [0.64, 0.34, 0.35], [0.04, 1.12, -0.03], [0.27, 0.18, -1.17], [-0.04, 0.93, 0.31], [-0.03, -0.06, 0.36], [0.88, -0.44, -0.10], [-0.51, 0.28, -0.23], [-0.35, 0.06, 0.07], [-0.05, 0.06, 0.07], [0.11, -0.16, 0.22], [0.11, -0.08, 0.12], [-0.08, 0.15, -0.23], [0.30, 0.11, -0.31], [-0.06, 0.10, 0.07], [-0.03, -0.15, -0.24], [-0.21, 0.04, 0.22], [0.04, -0.12, -0.03], [0.05, 0.09, 0.00], [-0.05, 0.07, -0.06], [0.05, -0.18, -0.17], [0.28, 0.28, -0.08], [0.11, 0.00, 0.09], [-0.03, 0.37, 0.09], [-0.33, -0.10, -0.06], [0.11, 0.11, 0.01], [0.23, 0.15, 0.07], [0.18, -0.10, -0.01], [-0.31, -0.03, -0.17], [-0.01, 0.76, 0.23], [0.46, 0.67, 0.24], [-0.27, -0.13, 0.04], [0.31, 0.04, 0.05], [0.05, 0.00, 0.12], [0.22, -0.30, -0.04], [0.17, -0.26, 0.03], [-0.16, -0.48, 0.64], [-0.13, -0.40, 0.81], [0.29, 0.27, 0.01], [-0.36, -0.28, -0.12], [-0.47, 0.08, -0.36], [0.12, -0.26, 0.05], [-0.35, -0.07, -0.48], [0.13, 0.14, 0.10], [0.16, -0.21, 0.16], [0.09, 0.02, 0.00], [-0.16, -0.03, 0.08], [0.03, 0.04, 0.15], [-0.02, 0.02, 0.03], [-0.47, -0.07, 0.60], [0.42, 0.00, 0.08], [-0.03, -0.06, -0.21], [-0.07, -0.10, -0.03], [0.09, 0.20, -0.01], [0.02, -0.22, 0.19], [-0.14, -0.12, 0.08], [-0.02, 0.10, 0.04], [-0.05, 0.05, 0.03], [-0.06, -0.76, 0.39], [0.01, 0.12, 0.13], [0.16, 0.07, -0.01], [0.00, -0.11, 0.07], [0.00, -0.04, -0.02], [0.04, 0.00, -0.06], [0.08, 0.55, -0.61], [0.06, 0.01, 0.11], [-0.04, 0.02, -0.06], [0.06, -0.29, -0.07], [-0.16, 0.13, 0.09], [-0.01, 0.09, 0.03], [-0.15, -0.16, 0.04], [0.15, 0.07, 0.09], [0.03, 0.09, -0.07], [-0.20, -0.26, -0.04], [-0.05, -0.07, 0.06], [-0.05, 0.07, -0.01], [0.10, -0.03, -0.04], [-0.03, 0.09, -0.06], [-0.02, 0.08, 0.08], [0.21, 0.12, 0.00], [0.05, -0.06, -0.03], [-0.10, -0.06, 0.00], [-0.12, 0.08, 0.06], [0.08, -0.02, -0.06], [-0.02, 0.04, -0.03], [-0.15, 0.17, -0.28], [0.11, -0.08, 0.02], [-0.02, 0.07, 0.10], [0.07, -0.14, -0.09], [-0.04, 0.19, 0.10], [-0.06, 0.01, -0.01], [0.15, 0.04, -0.03], [-0.03, 0.04, -0.21], [0.00, 0.06, -0.01], [-0.09, 0.24, 0.09], [0.06, -0.09, -0.25], [0.07, 0.00, 0.02], [-0.21, -0.04, -0.06], [0.05, -0.02, 0.03], [-0.03, 0.04, 0.01], [0.17, 0.15, -0.36], [-0.27, 0.00, 0.12], [-0.06, -0.25, 0.04], [-0.12, -0.25, 0.24], [0.17, 0.15, -0.13], [-0.05, 0.03, -0.12], [0.03, 0.02, -0.25], [0.05, -0.05, 0.05], [-0.11, -0.02, 0.11], [0.28, 0.05, 0.12], [-0.11, -0.03, 0.02], [0.01, 0.08, -0.16], [0.12, -0.10, 0.05], [-0.21, 0.11, -0.07], [-0.04, -0.01, -0.03], [0.01, 0.07, -0.09], [-0.10, -0.07, 0.10], [0.13, -0.02, 0.22], [-0.13, 0.10, -0.07], [0.11, -0.05, 0.24], [0.04, -0.04, -0.02], [-0.08, 0.08, -0.18], [0.05, -0.03, 0.05], [0.04, -0.08, 0.12], [0.07, -0.09, 0.02], [0.07, 0.05, 0.04], [0.01, -0.03, -0.02], [0.15, 0.01, 0.12], [0.04, 0.05, 0.07], [-0.05, 0.04, -0.09], [0.01, -0.11, -0.12], [-0.05, 0.04, -0.01], [0.06, 0.01, 0.04], [-0.13, 0.00, 0.11], [0.06, 0.05, -0.01], [0.08, -0.06, -0.11], [0.04, 0.04, 0.04], [-0.06, 0.00, -0.01], [0.00, 0.12, -0.15], [0.29, -0.08, 0.00], [-0.04, 0.17, 0.02], [-0.19, -0.07, -0.14], [-0.04, -0.02, -0.02], [0.03, 0.00, 0.02], [-0.06, 0.04, -0.02]]
}

---

No. 2
{
  "formula": "C9H13N4",
  "method": "the ωB97M-V functional and the def2-TZVPD basis",
  "e_homo_ev": [-11.9, -11.9],
  "e_tot_ha": -569.3211,
  "total_charge": 1,
  "relative_energy_kcal_mol": 143.7,
  "largest_force_ha_per_bohr": 0.095,
  "symbols": ["C", "C", "C", "C", "C", "C", "C", "C", "C", "N", "N", "N", "N", "H", "H", "H", "H", "H", "H", "H", "H", "H", "H", "H", "H", "H"],
  "positions_angstrom": [[-1.13203, -2.94501, -0.60145], [-1.50066, -2.52520, 0.68706], [-0.35875, -2.24493, -1.47604], [-0.98307, -1.29669, 1.08255], [-0.01306, -0.97363, -1.20274], [-0.24471, -0.55311, 0.15165], [0.11900, 1.60264, -0.50123], [1.83512, 0.67475, 0.85298], [-0.36136, 1.26209, 1.84669], [-0.56967, 3.73755, -1.28238], [-0.23359, 2.74106, -0.69541], [0.79518, -0.29066, -2.09499], [0.38612, 0.79214, 0.60128], [-1.35468, -3.93858, -0.90247], [-2.06008, -3.12267, 1.39031], [-0.05883, -2.56584, -2.41494], [-1.22828, -1.03300, 2.17154], [0.78349, 0.66857, -2.27619], [2.11651, -0.27762, 1.46182], [2.45787, 0.76827, 0.01021], [2.13346, 1.56406, 1.36686], [-0.19100, 0.50262, 2.51282], [0.15012, 2.24402, 2.16363], [-1.41535, 1.43121, 1.66227], [-0.10927, 4.61983, -1.47839], [1.03753, -0.84188, -3.03544]],
  "forces_ev_per_a": [[-0.40, -1.35, 1.08], [1.02, 0.63, -1.08], [-1.20, 0.01, 0.76], [-0.56, -0.04, 1.12], [1.51, 2.48, 1.92], [0.09, 0.17, 0.04], [0.05, 2.34, -0.87], [1.13, -1.29, 2.23], [1.61, 3.21, -1.04], [-2.43, -0.33, 0.06], [1.66, 0.30, -0.44], [1.35, -3.38, -3.22], [-2.43, -1.39, 0.14], [-0.54, -0.76, -0.13], [-0.07, -0.12, -0.23], [0.19, -1.22, -1.56], [0.66, -0.04, -2.01], [-0.40, 1.34, 0.18], [-0.88, 1.76, -1.13], [0.08, -0.65, -1.70], [-0.03, 0.45, 0.98], [0.29, -1.30, 2.05], [-0.86, -1.58, -0.39], [0.02, -0.17, -0.34], [1.07, -0.59, 0.60], [-0.91, 1.51, 2.99]]
}